Formula: C72H141N18O21P3
Source: the OMol25 dataset
Level of theory: ωB97M-V/def2-TZVPD

The geometry in XYZ format:
```
255
Properties=species:S:1:pos:R:3:mulliken_charge:R:1
C 4.7260 13.5774 -8.0534 -0.324
C 3.6406 14.6526 -7.9795 0.205
O 3.5400 14.9376 -6.5997 -0.258
C 4.5420 14.3115 -5.9047 0.607
O 4.6629 14.2827 -4.6560 -0.561
O 5.2954 13.5271 -6.8172 -0.347
H 5.4542 13.8234 -8.8263 0.335
H 4.1803 12.6821 -8.3514 0.246
H 2.7192 14.2109 -8.3591 -0.012
H 3.8380 15.5921 -8.4957 0.148
C -4.3135 12.8192 -11.5272 0.916
C -5.2639 13.8542 -11.9268 -0.077
O -5.6903 14.3180 -10.7606 -0.055
C -5.8003 13.3708 -9.8819 0.401
O -6.4492 13.4334 -8.7898 -0.618
O -5.0527 12.3610 -10.3837 -0.458
H -3.3529 13.1738 -11.1536 -0.823
H -4.2253 11.9842 -12.2222 0.673
H -6.0490 13.4989 -12.5943 0.067
H -4.7443 14.5019 -12.6329 -0.015
C -9.2600 18.7474 -4.8046 -0.459
C -7.9432 18.6330 -4.0424 -0.291
O -7.0142 18.9603 -5.0308 -0.200
C -7.6032 19.0555 -6.2350 0.386
O -7.0032 19.1355 -7.3406 -0.259
O -8.9285 18.9242 -6.1083 -0.374
H -9.8752 19.6096 -4.5470 0.263
H -9.9712 17.9286 -4.6955 0.304
H -7.8025 17.6549 -3.5824 0.295
H -7.9356 19.3145 -3.1918 0.290
C 0.3578 24.7725 -14.8816 0.002
C 0.2524 25.7267 -16.0353 -0.422
O 1.4566 25.5470 -16.7795 -0.320
C 2.1802 24.5434 -16.3051 0.725
O 3.2194 24.0877 -16.8078 -0.555
O 1.7359 24.3370 -14.9685 -0.355
H -0.2711 23.8963 -15.0393 0.048
H 0.0060 25.3334 -14.0157 0.353
H 0.1249 26.7116 -15.5861 0.262
H -0.6051 25.6367 -16.7021 0.290
C -2.3109 19.9476 -19.4709 0.267
C -1.6142 20.9445 -18.5939 0.113
O -2.5988 22.0198 -18.6502 -0.401
C -3.5546 21.7870 -19.5126 0.667
O -4.4817 22.4259 -19.7019 -0.453
O -3.3782 20.5486 -19.9899 -0.414
H -2.4079 19.0620 -18.8428 -0.354
H -1.7197 19.5893 -20.3136 0.384
H -0.7270 21.1840 -19.1801 0.279
H -1.4571 20.5940 -17.5738 -0.091
C -3.6457 19.7156 -4.9454 0.029
C -4.3300 20.8489 -4.0844 -0.164
O -3.5980 21.9888 -4.5741 -0.413
C -2.7708 21.6984 -5.5771 0.346
O -1.9612 22.4480 -6.0963 -0.468
O -2.6355 20.3174 -5.6603 -0.090
H -4.3514 19.3586 -5.6954 -0.044
H -3.1467 18.9568 -4.3426 0.296
H -4.1149 20.6810 -3.0291 0.322
H -5.3812 20.9027 -4.3676 0.147
C -6.5076 22.7593 -12.1542 -1.278
C -7.2828 22.1093 -11.0317 -0.152
C -7.6806 20.6929 -11.4506 0.625
C -8.6476 20.1183 -10.4714 0.122
N -9.5033 19.7560 -9.8150 -0.531
H -7.0029 23.0061 -13.0933 0.407
H -5.6418 22.1915 -12.4946 0.122
H -6.1263 23.7407 -11.8720 0.396
H -8.0149 22.8721 -10.7665 0.368
H -6.6562 22.0628 -10.1410 0.153
H -6.8211 20.0226 -11.4642 -0.724
H -8.0757 20.4701 -12.4418 0.493
C -4.4959 25.2348 -7.8603 -1.226
C -3.3568 24.3836 -8.4783 0.168
C -1.8525 24.7395 -8.1112 -0.186
C -1.4535 26.1646 -8.3725 0.002
N -1.2436 27.3273 -8.5270 -0.507
H -4.4287 26.2453 -8.2634 0.367
H -4.3979 25.2438 -6.7748 0.333
H -5.4431 24.8774 -8.2642 0.322
H -3.4533 24.2627 -9.5572 0.423
H -3.3778 23.3985 -8.0122 -0.230
H -1.2402 24.2779 -8.8858 0.216
H -1.4176 24.3209 -7.2036 0.357
C -11.7216 15.5744 -9.1196 -1.274
C -10.4507 15.9637 -8.3846 -0.452
C -9.1841 15.7287 -9.2596 0.380
C -9.1171 14.4957 -10.0492 0.038
N -9.0700 13.4731 -10.5512 -0.605
H -12.6099 15.9892 -8.6433 0.371
H -11.8005 14.5651 -9.5236 0.314
H -11.7391 16.1541 -10.0425 0.340
H -10.3378 15.6298 -7.3531 0.363
H -10.4506 17.0310 -8.1631 0.242
H -8.3855 15.7043 -8.5182 0.238
H -8.9860 16.4800 -10.0241 0.070
C -5.0422 17.7953 -16.2459 -0.491
C -5.0776 17.6024 -17.7767 0.696
C -6.4980 17.7229 -18.3359 -0.528
C -7.2151 19.0048 -17.9880 0.166
N -7.6816 20.0454 -17.7782 -0.493
H -5.1972 18.8266 -15.9289 0.319
H -4.0147 17.7162 -15.8907 0.047
H -5.6955 17.2915 -15.5334 -0.394
H -4.6748 16.6334 -18.0714 0.116
H -4.3964 18.3667 -18.1508 -0.350
H -7.0869 16.8788 -17.9770 0.204
H -6.6243 17.7120 -19.4185 0.448
C 1.3164 21.0954 -6.6043 -1.353
C 0.5812 20.2360 -7.6198 0.209
C 1.1347 18.8693 -7.7991 0.801
C 1.0047 18.0012 -6.5572 0.078
N 0.8859 17.4217 -5.5943 -0.460
H 2.2902 21.4630 -6.9280 0.397
H 1.2439 20.7240 -5.5821 0.321
H 0.7800 22.0333 -6.7485 0.252
H 0.5405 20.6782 -8.6152 0.456
H -0.4641 20.1208 -7.3330 -0.295
H 2.1353 19.1069 -8.1601 0.370
H 0.6135 18.3343 -8.5929 -0.712
C 0.5825 20.9106 -15.0399 -1.329
C 1.1252 19.5022 -14.9261 -0.263
C 0.2029 18.2655 -15.1979 1.060
C 0.9906 17.0181 -15.3081 -0.082
N 1.5029 16.0368 -15.4510 -0.601
H -0.3340 21.1164 -14.4868 0.294
H 0.2572 21.2510 -16.0230 0.256
H 1.2949 21.6482 -14.6705 0.421
H 1.5464 19.3747 -13.9289 0.037
H 1.9124 19.2651 -15.6417 0.570
H -0.2489 18.4918 -16.1637 0.363
H -0.5611 17.9880 -14.4717 -0.585
C -8.2415 13.7072 -15.7539 -1.380
C -7.5875 15.0252 -15.2918 0.847
C -8.3342 15.4901 -13.9818 -0.266
C -7.8063 16.7849 -13.6307 0.049
N -7.3731 17.8308 -13.4490 -0.347
H -7.5656 12.8524 -15.7778 0.319
H -8.7830 13.8320 -16.6917 0.369
H -8.9946 13.4243 -15.0184 0.365
H -7.5468 15.8272 -16.0289 -0.137
H -6.6065 14.6736 -14.9725 -0.172
H -7.9286 14.8640 -13.1870 -0.051
H -9.4215 15.4202 -13.9508 0.507
C 2.1399 17.0638 -11.7440 -0.398
C 3.4819 16.6078 -12.2252 -0.676
C 4.6007 17.5793 -12.0170 -0.207
C 5.9872 17.1536 -12.4215 -0.031
N 7.0504 16.8823 -12.7158 -0.402
H 1.5684 17.6975 -12.4221 -0.106
H 2.2114 17.8611 -11.0042 0.364
H 1.4787 16.2086 -11.6046 0.220
H 3.3722 16.2321 -13.2425 0.367
H 3.6485 15.6012 -11.8416 0.326
H 4.6405 17.7704 -10.9447 0.249
H 4.3912 18.5134 -12.5383 0.285
C -1.2946 12.3789 -16.7955 -1.122
C -1.0002 13.8014 -17.2824 -0.381
C -2.0740 14.8014 -17.1970 -0.323
C -2.5392 14.7618 -15.8563 0.141
N -2.9733 14.6483 -14.8587 -0.109
H -0.3732 11.8116 -16.6640 0.343
H -1.9272 11.8991 -17.5423 0.362
H -1.8891 12.2697 -15.8884 0.151
H -0.5080 13.9534 -18.2429 0.452
H -0.2103 14.0915 -16.5896 -0.034
H -2.8556 14.5513 -17.9143 0.315
H -1.8782 15.8035 -17.5784 0.217
O -0.6772 18.6163 -10.8411 -0.874
P -2.0745 18.0313 -10.8951 -0.105
N -3.1803 18.7876 -9.7295 0.703
C -2.9933 20.2883 -9.5296 -0.781
C -4.5718 18.3290 -9.6177 -0.102
N -2.0669 16.3375 -10.5020 1.788
C -1.8477 15.9775 -9.0848 -0.802
C -1.5885 15.5157 -11.5139 -0.225
N -2.9257 18.2075 -12.3609 1.293
C -4.2039 17.5907 -12.5925 1.708
C -2.7235 19.4251 -13.0656 -1.053
H -3.1524 20.6731 -10.5369 0.216
H -1.9933 20.4716 -9.1367 -0.256
H -3.6857 20.6313 -8.7608 0.451
H -5.2601 19.0014 -10.1299 -0.163
H -4.8577 18.2708 -8.5675 -0.083
H -4.6347 17.3059 -9.9884 0.221
H -2.2685 15.0621 -8.6688 -0.445
H -0.7824 16.0304 -8.8602 0.277
H -2.2896 16.7585 -8.4661 0.328
H -1.5170 14.5468 -11.0197 0.139
H -2.3320 15.2527 -12.2663 -0.123
H -0.6238 15.8512 -11.8946 -0.698
H -4.4902 17.5551 -13.6436 -1.033
H -4.0891 16.5745 -12.2152 -0.342
H -5.0282 18.0200 -12.0231 -0.524
H -2.9788 19.1676 -14.0935 0.043
H -1.6799 19.7395 -13.0544 0.435
H -3.3517 20.2343 -12.6930 -0.094
O -2.5132 9.6683 -12.8579 -0.916
P -1.0279 9.7588 -12.7490 0.333
N -0.4760 9.6559 -11.0995 0.595
C -1.4755 9.6355 -10.0841 -1.176
C 0.8962 9.5707 -10.5702 -1.011
N -0.4820 11.2897 -13.2627 0.765
C -1.1641 12.5315 -12.8825 -1.274
C 1.0014 11.5236 -13.5028 -1.159
N -0.1831 8.6200 -13.7045 0.342
C -0.0438 8.6760 -15.1447 -1.066
C 0.1478 7.3400 -13.1236 -1.003
H -1.0722 10.2208 -9.2578 0.381
H -1.7034 8.6129 -9.7831 0.241
H -2.4204 10.1245 -10.3212 0.226
H 1.0570 10.2054 -9.6987 0.182
H 1.7593 9.7639 -11.2072 0.270
H 0.8744 8.5442 -10.2041 0.439
H -0.9431 12.6836 -11.8260 0.603
H -0.7271 13.3889 -13.3942 0.268
H -2.2355 12.4506 -13.0662 -0.003
H 1.0915 11.9674 -14.4943 0.197
H 1.5440 12.1481 -12.7930 0.278
H 1.4973 10.5757 -13.7118 0.398
H 0.9522 8.5800 -15.5770 0.322
H -0.3683 7.6679 -15.4025 0.431
H -0.6928 9.4351 -15.5814 0.303
H 0.1048 6.5910 -13.9143 0.374
H -0.4659 7.2334 -12.2291 0.293
H 1.1770 7.3965 -12.7691 0.287
O -1.7430 11.4457 -3.8310 -0.803
P -1.6156 12.7228 -4.6230 0.342
N -0.2317 12.7348 -5.7065 0.261
C 1.1455 12.2154 -5.3994 -0.927
C -0.1591 13.7233 -6.7668 -0.348
N -1.3261 14.2325 -3.6819 0.383
C -1.4718 14.0280 -2.2666 -1.059
C -1.6512 15.4962 -4.2609 -1.063
N -2.9565 12.9595 -5.7494 0.369
C -2.9138 12.2506 -7.0753 -1.080
C -4.2485 13.5107 -5.3099 -0.936
H 1.2727 11.3155 -6.0012 0.295
H 1.3168 11.9788 -4.3493 0.325
H 1.9422 12.9330 -5.5957 0.163
H 0.4471 14.5310 -6.3566 0.437
H -1.1588 14.0399 -7.0641 -0.425
H 0.2834 13.3999 -7.7090 0.273
H -0.7840 13.3127 -1.8157 0.245
H -1.2369 14.9850 -1.8007 0.390
H -2.4830 13.7128 -2.0094 0.356
H -2.6553 15.7652 -3.9333 0.356
H -0.8378 16.1935 -4.0603 0.522
H -1.6785 15.4395 -5.3491 0.073
H -2.1401 11.4831 -7.0542 0.314
H -3.9134 11.8468 -7.2357 0.685
H -2.6916 12.8402 -7.9647 0.027
H -4.1087 14.5292 -4.9476 0.205
H -4.6428 12.8270 -4.5581 0.329
H -5.0058 13.5255 -6.0938 0.362
```

## Properties
Largest force on an atom in Eh/bohr: 0.1610
Kohn-Sham gap in eV: 7.8
Charge: 0